No. 1
The following is a DFT calculation (ωB97M-V with the def2-TZVPD basis set) of a structure of composition C43H42AsClN5O2PRuSSe.

Each line ends with the Mulliken charge.
Geometry (Å):
1 Ru 0.60665 -0.86829 -0.32500  2.37
2 Cl -1.05887 -0.12286 -2.75310  -0.15
3 C -1.95515 -1.55899 -3.14243  0.73
4 C -2.28238 -1.82663 -4.45856  -0.62
5 C -2.98192 -2.98598 -4.75187  -0.63
6 C -3.34892 -3.85484 -3.73595  -0.82
7 C -3.00969 -3.57739 -2.42167  -0.54
8 C -2.30235 -2.41994 -2.10080  -0.19
9 P -1.72490 -2.05699 -0.39872  1.25
10 C -3.04868 -1.01759 0.29192  -0.04
11 C -4.00926 -0.36674 -0.47560  -0.34
12 C -4.91448 0.49407 0.13396  -0.67
13 C -4.86568 0.71313 1.50183  -0.67
14 C -3.90954 0.06296 2.27425  -0.74
15 C -2.99949 -0.78781 1.67163  -0.52
16 C -1.94854 -3.67262 0.39839  -0.01
17 C -0.93605 -4.60907 0.18763  -0.06
18 C -1.06550 -5.89535 0.68216  -0.74
19 C -2.20058 -6.25086 1.39762  -0.59
20 C -3.20485 -5.31883 1.61704  -0.71
21 C -3.08542 -4.03008 1.11799  -0.17
22 H -1.98336 -1.14640 -5.24483  0.49
23 H -3.23182 -3.21026 -5.78000  0.39
24 H -3.89037 -4.76058 -3.97367  0.44
25 H -3.28709 -4.26287 -1.63316  0.48
26 H -4.06136 -0.53785 -1.54432  0.45
27 H -5.66847 0.98751 -0.46696  0.49
28 H -5.57432 1.38143 1.97327  0.42
29 H -3.87795 0.21630 3.34517  0.47
30 H -2.23391 -1.28277 2.26167  0.70
31 H -0.04119 -4.33174 -0.36030  0.02
32 H -0.27647 -6.61614 0.51359  0.49
33 H -2.30575 -7.25586 1.78467  0.40
34 H -4.09036 -5.59359 2.17544  0.45
35 H -3.88030 -3.31500 1.28029  0.40
36 S 0.78379 -2.26999 1.72380  -0.10
37 C 1.37669 -1.45749 3.16382  0.35
38 C 1.07110 -2.01387 4.40671  -0.68
39 C 1.49228 -1.38808 5.56724  -0.70
40 C 2.22676 -0.21166 5.50133  -0.79
41 C 2.54639 0.33693 4.26878  -0.55
42 C 2.13595 -0.28330 3.09439  -0.52
43 As 2.42303 0.42645 1.31179  1.52
44 C 3.53251 1.99568 1.71163  0.37
45 C 4.90655 1.99727 1.50030  -0.43
46 C 5.66045 3.11311 1.83567  -0.79
47 C 5.04863 4.23438 2.37590  -0.49
48 C 3.67722 4.23970 2.58674  -0.91
49 C 2.92281 3.12700 2.25025  -0.23
50 C 3.84164 -0.72518 0.63744  0.16
51 C 4.36645 -0.40749 -0.61394  -0.09
52 C 5.37778 -1.17997 -1.16176  -0.74
53 C 5.86472 -2.27757 -0.46464  -0.57
54 C 5.34881 -2.59179 0.78266  -0.81
55 C 4.34337 -1.81436 1.33819  -0.49
56 H 0.49761 -2.93128 4.44381  0.54
57 H 1.24301 -1.82125 6.52727  0.39
58 H 2.55072 0.27450 6.41202  0.42
59 H 3.12430 1.25114 4.21737  0.46
60 H 5.38971 1.12443 1.08345  0.39
61 H 6.73110 3.10118 1.67834  0.43
62 H 5.64115 5.10211 2.63473  0.39
63 H 3.20077 5.11153 3.01665  0.42
64 H 1.85140 3.12811 2.42535  0.43
65 H 3.96661 0.44236 -1.15745  0.41
66 H 5.77302 -0.93221 -2.13859  0.44
67 H 6.63751 -2.89648 -0.90130  0.38
68 H 5.72254 -3.44916 1.32627  0.39
69 H 3.95246 -2.05921 2.31813  0.41
70 N -0.71417 1.19885 0.43185  0.33
71 C -0.24057 2.48423 -0.10436  1.49
72 C -1.37853 3.50380 -0.30730  -1.53
73 C -2.43889 3.13417 -1.36854  1.21
74 C -3.01733 4.33173 -2.15055  -2.00
75 N -2.05429 5.15827 -2.87253  -0.02
76 C -1.35222 4.77648 -3.93278  0.84
77 N -0.39128 5.57852 -4.40478  -0.47
78 N -1.73729 3.72673 -4.66155  -0.41
79 C 0.64047 2.24110 -1.36825  0.10
80 O 0.70952 3.15447 -2.20007  -0.79
81 O 1.29554 1.16440 -1.38793  -0.57
82 H -1.65863 1.00656 0.11109  -0.69
83 H -0.74403 1.20995 1.44427  0.26
84 H 0.47126 2.90616 0.61070  -0.77
85 H -0.91968 4.46220 -0.54929  0.61
86 H -1.88011 3.61964 0.65677  0.44
87 H -3.29364 2.66648 -0.87687  -0.12
88 H -2.02821 2.40441 -2.06066  -0.17
89 H -3.52453 4.99454 -1.45219  0.50
90 H -3.76695 3.98470 -2.86582  0.45
91 H -1.77645 6.01800 -2.43280  0.26
92 H 0.03060 6.25082 -3.78870  0.21
93 H 0.21903 5.21807 -5.11833  0.24
94 H -2.38956 3.07598 -4.25984  0.21
95 H -1.04684 3.31314 -5.26587  0.26
96 Se 1.68746 -2.05246 -2.24408  -0.23
97 C 2.20867 -3.57498 -1.41049  0.31
98 N 2.51014 -4.57299 -0.91507  -0.57

E_HOMO (alpha / beta) = -0.345 / -0.362 hartree
total charge = +1
2S+1 = 6
E_LUMO (alpha / beta) = -0.0828 / -0.1275 Eh
expectation value of S² = 8.7778
Kohn-Sham gap (alpha / beta) = 7.13 / 6.37 eV

No. 2
The following is a DFT calculation (ωB97M-V with the def2-TZVPD basis set) of a structure of composition C43H42BNO3P2PtTe.

Each line ends with the Mulliken charge.
Geometry (Å):
1 Pt -0.86717 -1.81428 0.14149  3.18
2 Te 2.46120 -3.26815 1.94082  0.47
3 C 4.16976 -2.51188 2.81316  0.55
4 C 4.09547 -1.41339 3.65998  -0.11
5 C 5.28286 -0.96586 4.21930  -0.59
6 N 6.48066 -1.52424 3.99619  -0.56
7 C 6.50411 -2.58616 3.18710  -0.42
8 C 5.38100 -3.12855 2.56733  -0.50
9 C 1.47326 -1.38016 1.61674  -0.93
10 P -0.21090 -1.17178 2.32344  0.39
11 C -0.36775 0.58120 2.71349  -0.24
12 C -1.63904 1.13889 2.78320  -0.32
13 C -1.78533 2.47609 3.13464  -0.77
14 C -0.66669 3.25116 3.40859  -0.68
15 C 0.60605 2.69226 3.35509  -0.85
16 C 0.75528 1.35648 3.01618  0.54
17 C -0.22831 -2.00824 3.89379  0.90
18 C -0.08043 -1.27787 5.07214  -0.48
19 C 0.07627 -1.96157 6.26853  -0.86
20 C 0.06508 -3.35033 6.29468  -0.61
21 C -0.14477 -4.07497 5.12663  -0.78
22 C -0.30815 -3.40403 3.92890  -0.45
23 P 1.55723 -1.23841 -0.10601  -0.35
24 C 3.33650 -1.41346 -0.46769  0.10
25 C 3.82420 -2.54737 -1.11816  0.14
26 C 5.18933 -2.69523 -1.32817  -0.75
27 C 6.06179 -1.71677 -0.87670  -0.54
28 C 5.57471 -0.57556 -0.24135  -0.74
29 C 4.21462 -0.41075 -0.04770  -0.40
30 C 1.20196 0.28871 -0.96551  1.35
31 C 1.65797 0.35187 -2.29147  -1.15
32 C 1.37136 1.47075 -3.05496  -0.75
33 C 0.62907 2.51691 -2.51512  -0.71
34 C 0.16705 2.45170 -1.20657  -0.40
35 C 0.43959 1.33693 -0.43153  0.19
36 H 3.15999 -0.91622 3.88747  0.39
37 H 5.27605 -0.11302 4.88978  0.39
38 H 7.47685 -3.03446 3.01709  0.40
39 H 5.47953 -3.98955 1.91849  0.40
40 H -2.51591 0.54780 2.55398  0.55
41 H -2.77491 2.91037 3.19388  0.49
42 H -0.78531 4.29448 3.67207  0.44
43 H 1.47574 3.29425 3.58462  0.50
44 H 1.74828 0.91882 2.98010  0.37
45 H -0.08071 -0.19679 5.06379  0.42
46 H 0.20668 -1.40368 7.18598  0.47
47 H 0.19285 -3.87113 7.23462  0.44
48 H -0.20120 -5.15460 5.15337  0.46
49 H -0.58254 -3.95946 3.04164  0.51
50 H 3.14183 -3.30500 -1.48105  0.44
51 H 5.56523 -3.56715 -1.84665  0.46
52 H 7.12765 -1.83266 -1.02580  0.45
53 H 6.26120 0.18886 0.09718  0.49
54 H 3.83910 0.49051 0.42462  0.39
55 H 2.23860 -0.45364 -2.72445  0.47
56 H 1.73116 1.52870 -4.07400  0.46
57 H 0.41156 3.38964 -3.11844  0.47
58 H -0.40985 3.26583 -0.78692  0.52
59 H 0.07269 1.30104 0.58117  -0.40
60 C -2.58101 -5.18333 -2.12590  -1.36
61 C -1.95731 -3.84099 -1.96185  1.09
62 C -1.79406 -2.96158 -3.13876  -0.63
63 O -1.56376 -3.53254 -0.81849  -0.70
64 H -3.26534 -5.19971 -2.97207  0.41
65 H -3.08124 -5.48751 -1.20949  0.39
66 H -1.77833 -5.90108 -2.32879  0.33
67 H -1.22585 -3.50893 -3.89818  0.47
68 H -1.29959 -2.03010 -2.89353  -0.27
69 H -2.77577 -2.75396 -3.57442  0.38
70 C -5.48060 3.93287 -4.49983  -1.65
71 C -3.98080 3.90096 -4.19120  1.84
72 C -3.50721 5.31022 -3.82395  -1.51
73 C -3.23246 3.45527 -5.44648  -1.96
74 C -3.72686 2.95450 -3.00506  0.52
75 C -4.32239 3.22565 -1.77199  -0.59
76 C -4.12091 2.43292 -0.63950  -2.27
77 C -3.28976 1.35823 -0.80393  1.28
78 O -2.88075 0.38998 0.16726  -0.28
79 B -2.04897 -0.39624 -0.55366  -0.41
80 O -1.90799 -0.09332 -1.87315  -0.59
81 C -2.71655 1.07697 -1.99826  0.26
82 C -2.90182 1.83309 -3.12848  -0.68
83 H -5.67263 4.56106 -5.37194  0.46
84 H -6.05531 4.34082 -3.66592  0.33
85 H -5.86318 2.93301 -4.71767  0.38
86 H -3.66276 5.98782 -4.66570  0.46
87 H -2.44160 5.32048 -3.57782  0.30
88 H -4.05466 5.71262 -2.96902  0.34
89 H -3.43129 4.15943 -6.25487  0.43
90 H -3.55496 2.46843 -5.78926  0.37
91 H -2.14964 3.43240 -5.29267  0.35
92 H -4.97464 4.08520 -1.68113  0.44
93 H -4.60045 2.65204 0.30479  0.53
94 H -2.43203 1.55843 -4.06209  0.68

E_HOMO = -0.471 hartree
total charge = +2
E_LUMO = -0.2927 Eh
Kohn-Sham gap = 4.85 eV